{"formula": "C12H20", "method": "ωB97M-V with the def2-TZVPD basis set", "smiles": "CCc1ccccc1.CC(C)C", "de_lowest_kcal_mol": 33.84, "homo_ev": -8.94, "spin_multiplicity": 1, "energy_ev": -12767.2371, "elements": ["C", "C", "C", "C", "C", "C", "C", "C", "C", "C", "C", "C", "H", "H", "H", "H", "H", "H", "H", "H", "H", "H", "H", "H", "H", "H", "H", "H", "H", "H", "H", "H"], "positions_angstrom": [[0.086801, 0.453394, 2.236563], [2.036221, 3.164137, 0.764955], [1.618412, 1.686582, 0.714177], [-2.135675, 1.879919, 1.303138], [-1.224688, 0.084166, 2.576777], [-0.842499, 2.354179, 1.017623], [1.156693, -2.211411, -2.486292], [-0.471734, -0.927304, -1.119314], [-2.328924, 0.787675, 2.121836], [0.233996, 1.521580, 1.310911], [0.137548, -2.339395, -1.353563], [-1.018297, -3.295109, -1.812484], [0.614086, -2.692849, -0.454814], [-0.748004, 3.360615, 0.638352], [1.276031, 3.813179, 0.343692], [2.400581, 3.571596, 1.713640], [0.767930, -1.988111, -3.487231], [1.655624, 1.421366, -0.359631], [-1.930284, -2.859570, -1.426283], [-1.287635, -0.828173, 3.160570], [0.251775, -0.184361, -1.511051], [2.319241, 0.997303, 1.161936], [0.893233, -0.048537, 2.738918], [2.971884, 3.296049, 0.191287], [-0.919896, -3.494763, -2.879424], [-2.946060, 2.441593, 0.835068], [1.761936, -3.101197, -2.661187], [-3.270565, 0.338246, 2.383912], [1.805289, -1.384564, -2.183987], [-0.962078, -4.356512, -1.509495], [-0.681961, -0.745617, -0.075931], [-1.218972, -0.714121, -1.892678]], "forces_ev_per_angstrom": [[-2.25, 0.97, -0.88], [1.96, 0.01, -0.26], [-0.45, 1.49, -0.35], [0.18, 1.16, -0.06], [1.54, -0.05, 0.29], [-0.69, -1.24, 0.32], [0.78, 0.09, 0.25], [1.50, 0.04, -1.56], [0.29, -1.12, -0.29], [1.48, -0.86, 1.00], [-1.34, 0.07, -1.69], [1.15, -0.85, 0.63], [0.25, -0.13, 0.34], [0.21, -0.26, -0.72], [0.03, 0.06, 0.00], [-0.81, -0.37, 0.39], [-0.50, 0.25, 0.40], [-0.52, -0.06, 0.40], [-0.54, -0.31, -0.59], [-0.53, 0.23, 0.26], [0.18, -0.14, 0.97], [0.25, 0.04, 0.47], [0.50, -0.21, -0.50], [-0.51, -0.03, -0.36], [-0.72, 0.95, -0.32], [-0.09, -0.17, 0.57], [0.09, -0.16, 0.35], [-0.53, 0.40, -0.24], [0.38, -0.19, -0.39], [0.20, 0.49, 0.81], [-0.67, 0.28, -0.05], [-0.81, -0.41, 0.79]]}